# 1
ORCA calculation (ωB97M-V/def2-TZVPD) on a cluster of 2 separate species, C26H55NO7PS3 in total.

Last columns: bonded neighbours and bond lengths (Å).
Element x y z (Å)
1 C 0.6020 4.2615 8.6929  C2 1.577, H33 1.122, H34 1.117, H35 1.115
2 C -0.5721 3.7240 9.5991  C1 1.577, C3 1.590, H36 1.120, H37 1.116
3 C -1.6478 2.9762 8.6989  C2 1.590, C4 1.578, H38 1.123, H39 1.120
4 C -0.9861 1.9458 7.7032  C3 1.578, C5 1.571, H40 1.124, H41 1.124
5 C -1.9114 0.7233 7.3594  C4 1.571, C6 1.586, H42 1.124, H43 1.119
6 C -1.7455 0.2049 5.8692  C5 1.586, C7 1.585, H44 1.118, H45 1.121
7 C -0.6375 -0.9233 5.7672  C6 1.585, C8 1.571, H46 1.124, H47 1.113
8 C 0.7570 -0.2955 5.4091  C7 1.571, C9 1.575, H48 1.125, H49 1.117
9 C 0.9571 0.0655 3.8892  C8 1.575, C10 1.572, H50 1.125, H51 1.116
10 C 0.0352 -0.7218 2.8884  C9 1.572, C11 1.600, H52 1.113, H53 1.125
11 C 0.5835 -2.1946 2.5896  C10 1.600, C12 1.593, H54 1.113, H55 1.114
12 C 0.7579 -2.3659 1.0157  C11 1.593, C13 1.568, H56 1.114, H57 1.126
13 C 2.2297 -2.1633 0.5139  C12 1.568, C14 1.569, H58 1.114, H59 1.126
14 C 2.8006 -0.7103 0.6735  C13 1.569, C15 1.576, H60 1.126, H61 1.113
15 C 1.9513 0.4193 -0.0232  C14 1.576, C16 1.594, H62 1.117, H63 1.123
16 C 2.9661 1.4473 -0.6971  C15 1.594, C17 1.574, H64 1.115, H65 1.121
17 C 2.1578 2.6475 -1.3175  C16 1.574, C18 1.584, H66 1.119, H67 1.119
18 C 2.0839 2.5182 -2.8943  C17 1.584, C19 1.579, H68 1.114, H69 1.123
19 C 0.6254 2.2866 -3.4523  C18 1.579, S20 1.855, C27 1.591, H70 1.113
20 S 0.2687 0.5574 -4.0210  C19 1.855, C21 1.805
21 C -0.8997 1.1790 -5.2491  S20 1.805, P22 1.868, N26 1.320
22 P -2.1114 0.2549 -6.3292  C21 1.868, O23 1.515, O24 1.677, O25 1.668
23 O -3.4743 0.7989 -5.9543  P22 1.515
24 O -1.9690 -1.3930 -6.0540  P22 1.677, H71 0.976
25 O -1.8085 0.5491 -7.9431  P22 1.668, H72 0.974
26 N -0.8512 2.4921 -5.3740  C21 1.320, C27 1.506, H73 1.022
27 C 0.0481 3.3307 -4.5050  C19 1.591, N26 1.506, S28 1.871, C29 1.562
28 S -1.1898 4.3730 -3.5658  C27 1.871, H74 1.385
29 C 1.0542 4.0728 -5.4421  C27 1.562, S30 1.841, H75 1.123, H76 1.117
30 S 0.2955 4.9247 -6.8867  C29 1.841, O31 1.481, O32 1.488, H77 1.389
31 O 0.6106 4.1294 -8.0960  S30 1.481
32 O 0.8397 6.3091 -6.8949  S30 1.488
33 H 0.2248 4.5866 7.6875  C1 1.122
34 H 1.3426 3.4437 8.5154  C1 1.117
35 H 1.1160 5.1283 9.1697  C1 1.115
36 H -0.1404 3.0423 10.3759  C2 1.120
37 H -1.0212 4.5878 10.1449  C2 1.116
38 H -2.1959 3.7993 8.1676  C3 1.123
39 H -2.3499 2.4811 9.4182  C3 1.120
40 H -0.0213 1.6163 8.1765  C4 1.124
41 H -0.7024 2.5411 6.7934  C4 1.124
42 H -2.9763 1.0448 7.5225  C5 1.124
43 H -1.7310 -0.0831 8.1134  C5 1.119
44 H -2.7487 -0.1875 5.5681  C6 1.118
45 H -1.5074 1.0949 5.2308  C6 1.121
46 H -0.5396 -1.3334 6.8088  C7 1.124
47 H -0.9421 -1.7824 5.1285  C7 1.113
48 H 0.8177 0.6728 5.9789  C8 1.125
49 H 1.5652 -0.9367 5.8380  C8 1.117
50 H 2.0141 -0.2180 3.6289  C9 1.125
51 H 0.8729 1.1539 3.6562  C9 1.116
52 H -1.0477 -0.7124 3.1446  C10 1.113
53 H 0.1196 -0.1873 1.9022  C10 1.125
54 H 1.5801 -2.3613 3.0555  C11 1.113
55 H -0.1742 -2.9426 2.9180  C11 1.114
56 H 0.0444 -1.7428 0.4285  C12 1.114
57 H 0.4928 -3.4355 0.7856  C12 1.126
58 H 2.9557 -2.8653 0.9842  C13 1.114
59 H 2.2307 -2.4038 -0.5863  C13 1.126
60 H 3.8046 -0.7082 0.1640  C14 1.126
61 H 2.9870 -0.3932 1.7240  C14 1.113
62 H 1.2017 0.0399 -0.7600  C15 1.117
63 H 1.4035 1.0342 0.7407  C15 1.123
64 H 3.5994 0.8947 -1.4292  C16 1.115
65 H 3.6249 1.8166 0.1311  C16 1.121
66 H 1.1214 2.7451 -0.9081  C17 1.119
67 H 2.6703 3.6136 -1.0787  C17 1.119
68 H 2.5922 3.4028 -3.3408  C18 1.114
69 H 2.6890 1.6212 -3.1963  C18 1.123
70 H -0.0656 2.4106 -2.5887  C19 1.113
71 H -2.0535 -1.7655 -6.9518  O24 0.976
72 H -2.5255 0.1141 -8.4374  O25 0.974
73 H -1.4841 2.8601 -6.0872  N26 1.022
74 H -2.2471 3.4925 -3.4051  S28 1.385
75 H 1.7916 3.3312 -5.8500  C29 1.123
76 H 1.6601 4.8064 -4.8566  C29 1.117
77 H -1.0869 4.9688 -6.7614  S30 1.389
78 C -2.1364 -6.4599 -6.7502  O79 1.421, H84 1.090, H85 1.092, H86 1.094
79 O -1.1865 -5.4277 -6.5223  C78 1.421, C80 1.421
80 C -1.5757 -4.5493 -5.4747  O79 1.421, C81 1.520, H87 1.094, H88 1.093
81 C -0.7949 -4.8285 -4.2008  C80 1.520, O82 1.420, H89 1.095, H90 1.095
82 O -1.1639 -6.0781 -3.6365  C81 1.420, C83 1.421
83 C -0.1936 -7.0892 -3.8700  O82 1.421, H91 1.095, H92 1.093, H93 1.089
84 H -1.7023 -7.1689 -7.4545  C78 1.090
85 H -2.3812 -6.9888 -5.8262  C78 1.092
86 H -3.0475 -6.0421 -7.1895  C78 1.094
87 H -2.6529 -4.6087 -5.2914  C80 1.094
88 H -1.3452 -3.5342 -5.8094  C80 1.093
89 H -1.0419 -4.0602 -3.4604  C81 1.095
90 H 0.2827 -4.7847 -4.3874  C81 1.095
91 H 0.7082 -6.8865 -3.2837  C83 1.095
92 H 0.0632 -7.1617 -4.9298  C83 1.093
93 H -0.6135 -8.0410 -3.5467  C83 1.089

Calculated values
Total charge = +1
Electronic energy = -3140.63583 Eh
Molecular weight = 620.90 g/mol


# 2
ORCA calculation (ωB97M-V/def2-TZVPD) on a cluster of 4 separate species, C20H32O13S in total.

Last columns: bonded neighbours and bond lengths (Å).
Element x y z (Å)
1 O 0.3123 1.6213 0.0298  C2 1.336
2 C 0.5006 1.2228 -1.2318  O1 1.336, O3 1.499, H17 1.179
3 O 1.2196 -0.0718 -1.4645  C2 1.499, C4 1.480
4 C 0.1871 -0.9606 -2.0428  O3 1.480, C5 1.673, H18 1.185, H19 1.176
5 C 0.2226 -2.5022 -1.3946  C4 1.673, C6 1.641, H20 1.174, H21 1.181
6 C -0.3443 -3.4929 -2.5729  C5 1.641, C7 1.654, H22 1.170, H23 1.187
7 C -0.7830 -4.9980 -2.0443  C6 1.654, O8 1.470, H24 1.194, H25 1.194
8 O -0.9801 -5.9853 -3.1154  C7 1.470, S9 1.722
9 S -2.2293 -5.5088 -4.2013  O8 1.722, O10 1.547, O11 1.700
10 O -1.5293 -4.6894 -5.3111  S9 1.547
11 O -3.2962 -4.5874 -3.2521  S9 1.700, C12 1.467
12 C -4.1831 -3.7289 -4.0453  O11 1.467, C13 1.673, H26 1.182, H27 1.169
13 C -4.4563 -2.3760 -3.0999  C12 1.673, O14 1.472, H28 1.194, H29 1.170
14 O -5.5798 -2.5963 -2.1744  C13 1.472, C15 1.489
15 C -5.1209 -2.2429 -0.8029  O14 1.489, O16 1.356, H30 1.188
16 O -4.4956 -3.1120 0.0296  C15 1.356
17 H 0.1268 1.7902 -2.1949  C2 1.179
18 H 0.2920 -1.1109 -3.2136  C4 1.185
19 H -0.8806 -0.5196 -1.8217  C4 1.176
20 H 1.2906 -2.8072 -1.0145  C5 1.174
21 H -0.4794 -2.4721 -0.4459  C5 1.181
22 H -1.2480 -2.9771 -3.1087  C6 1.170
23 H 0.5125 -3.5937 -3.3884  C6 1.187
24 H 0.1533 -5.3877 -1.4134  C7 1.194
25 H -1.6735 -4.9649 -1.2495  C7 1.194
26 H -5.2523 -4.1895 -4.2468  C12 1.182
27 H -3.7395 -3.3348 -5.0522  C12 1.169
28 H -3.4808 -2.3000 -2.4157  C13 1.194
29 H -4.5101 -1.3863 -3.7212  C13 1.170
30 H -5.2828 -1.1538 -0.3576  C15 1.188
31 O -1.8164 7.1945 -0.9826  C32 1.220
32 C -1.2647 6.3077 -0.3523  O31 1.220, O33 1.365, C36 1.499
33 O -0.5642 5.2819 -0.9190  C32 1.365, C34 1.427
34 C -0.1517 4.3757 0.1031  O33 1.427, C35 1.506, H37 1.095, H38 1.094
35 C -0.1675 5.1792 1.3771  C34 1.506, C36 1.508, H39 1.093, H40 1.097
36 C -1.2919 6.1549 1.1383  C32 1.499, C35 1.508, H41 1.094, H42 1.092
37 H -0.8557 3.5374 0.1316  C34 1.095
38 H 0.8470 3.9923 -0.1252  C34 1.094
39 H -0.3032 4.5654 2.2715  C35 1.093
40 H 0.7773 5.7264 1.4823  C35 1.097
41 H -2.2593 5.7421 1.4377  C36 1.094
42 H -1.1071 7.1097 1.6360  C36 1.092
43 O 2.0059 6.0978 4.1096  C44 1.220
44 C 2.9153 6.5744 3.4508  O43 1.220, O45 1.365, C48 1.499
45 O 2.7624 7.1189 2.2081  C44 1.365, C46 1.427
46 C 4.0440 7.4758 1.6923  O45 1.427, C47 1.506, H49 1.095, H50 1.094
47 C 4.9322 7.6218 2.9000  C46 1.506, C48 1.508, H51 1.093, H52 1.097
48 C 4.3575 6.6083 3.8571  C44 1.499, C47 1.508, H53 1.094, H54 1.092
49 H 4.3837 6.6810 1.0200  C46 1.095
50 H 3.9671 8.4093 1.1272  C46 1.094
51 H 5.9907 7.4625 2.6777  C47 1.093
52 H 4.8227 8.6283 3.3217  C47 1.097
53 H 4.7938 5.6164 3.7099  C48 1.094
54 H 4.4672 6.9298 4.8954  C48 1.092
55 O -0.0164 -4.2340 0.7650  C56 1.220
56 C 0.5353 -5.1209 1.3953  O55 1.220, O57 1.365, C60 1.499
57 O 1.2358 -6.1467 0.8286  C56 1.365, C58 1.427
58 C 1.6483 -7.0529 1.8507  O57 1.427, C59 1.506, H61 1.095, H62 1.094
59 C 1.6325 -6.2494 3.1247  C58 1.506, C60 1.508, H63 1.093, H64 1.097
60 C 0.5081 -5.2737 2.8859  C56 1.499, C59 1.508, H65 1.094, H66 1.092
61 H 0.9443 -7.8912 1.8792  C58 1.095
62 H 2.6470 -7.4363 1.6224  C58 1.094
63 H 1.4968 -6.8632 4.0191  C59 1.093
64 H 2.5773 -5.7022 3.2299  C59 1.097
65 H -0.4593 -5.6865 3.1853  C60 1.094
66 H 0.6929 -4.3189 3.3836  C60 1.092

Calculated values
Electronic energy = -2157.31886 Eh
Molecular weight = 512.53 g/mol


# 3
ORCA calculation (ωB97M-V/def2-TZVPD) on a cluster of 2 separate species, C2H11N3O in total.

Last columns: bonded neighbours and bond lengths (Å).
Element x y z (Å)
1 N 1.4705 0.4594 1.8220  C2 1.481, H4 1.026, H5 1.034
2 C 2.6186 -0.4756 1.8077  N1 1.481, N3 1.417, H6 1.096, H7 1.110
3 N 3.8092 0.0489 1.2466  C2 1.417, H8 1.004, H9 1.006
4 H 1.4637 1.0652 0.9945  N1 1.026
5 H 0.5898 -0.0427 2.0233  N1 1.034
6 H 2.7907 -0.7865 2.8443  C2 1.096
7 H 2.2123 -1.3536 1.2641  C2 1.110
8 H 4.3656 0.5543 1.9114  N3 1.004
9 H 3.8584 -0.2290 0.2813  N3 1.006
10 N -2.8114 -0.2864 -0.4403  C11 1.441, H13 1.011, H14 1.011
11 C -2.1873 0.3714 -1.5608  N10 1.441, O12 1.441, H15 1.093, H16 1.082
12 O -2.7217 -0.0039 -2.8449  C11 1.441, H17 0.962
13 H -3.6504 0.2346 -0.2231  N10 1.011
14 H -3.0402 -1.2513 -0.6356  N10 1.011
15 H -2.4141 1.4326 -1.4323  C11 1.093
16 H -1.1317 0.1862 -1.7123  C11 1.082
17 H -3.2582 -0.7925 -2.7168  O12 0.962

Calculated values
Total charge = +1
Multiplicity = 2
Electronic energy = -321.93085 Eh
Molecular weight = 93.13 g/mol


> Which formula does entry 1 have?

C26H55NO7PS3


> Which formula does entry 1 have?

C26H55NO7PS3